# 1
The following is a quantum chemistry calculation of a 2-piece molecular cluster, C11H15N overall in a non-equilibrium geometry, from the OMol25 dataset.

Bonds (Å) are listed after each position.
Atoms and positions in Å:
1 C -4.02 0.76 0.32  C3 1.480, H15 1.154, H16 1.097, H19 1.072
2 C -1.56 1.30 -0.15  C3 1.501, C4 1.393, C8 1.431
3 C -2.89 1.71 0.41  C1 1.480, C2 1.501, C5 1.376
4 C -0.67 2.18 0.46  C2 1.393, C9 1.443, N10 1.376
5 C -2.68 2.83 1.18  C3 1.376, N10 1.392, H17 1.077
6 C 0.27 0.07 -1.15  C7 1.417, C8 1.370, H11 1.101
7 C 1.18 1.04 -0.65  C6 1.417, C9 1.418, H12 1.052
8 C -1.06 0.15 -0.83  C2 1.431, C6 1.370, H13 1.090
9 C 0.75 2.07 0.22  C4 1.443, C7 1.418, H14 1.085
10 N -1.32 3.13 1.21  C4 1.376, C5 1.392, H18 1.021
11 H 0.80 -0.55 -1.90  C6 1.101
12 H 2.21 0.91 -0.78  C7 1.052
13 H -1.78 -0.65 -1.02  C8 1.090
14 H 1.46 2.80 0.61  C9 1.085
15 H -3.86 0.17 1.29  C1 1.154
16 H -4.12 0.22 -0.63  C1 1.097
17 H -3.40 3.31 1.82  C5 1.077
18 H -0.96 4.08 1.28  N10 1.021
19 H -5.00 1.19 0.42  C1 1.072
20 C 4.02 -3.63 -0.08  C21 1.560, H22 1.097, H23 1.084, H24 1.089
21 C 2.63 -3.00 -0.40  C20 1.560, H25 1.084, H26 1.062, H27 1.090
22 H 3.97 -4.42 0.68  C20 1.097
23 H 4.44 -4.04 -0.99  C20 1.084
24 H 4.74 -2.87 0.24  C20 1.089
25 H 2.58 -2.77 -1.45  C21 1.084
26 H 2.46 -2.26 0.35  C21 1.062
27 H 1.83 -3.74 -0.44  C21 1.090

Results
Energy relative to the best compared isomer or geometry (same formula, charge and spin), kcal per mole: 28.55
LUMO level (alpha / beta), eV: 3.408 / 3.375
HOMO (alpha / beta), eV: 0.82 / -3.02
2S+1: 2
Net charge: -1
E_tot, eV: -13138.326

# 2
The following is a quantum chemistry calculation of a 2-piece molecular cluster, C11H15N overall in a non-equilibrium geometry, from the OMol25 dataset.

Bonds (Å) are listed after each position.
Atoms and positions in Å:
1 C 2.91 -1.16 0.90  C2 1.501, H11 1.092, H12 1.091, H13 1.086
2 C 1.88 -0.08 1.05  C1 1.501, C3 1.355, C10 1.447
3 C 1.31 0.29 2.23  C2 1.355, N4 1.399, H14 1.081
4 N 0.25 1.17 1.99  C3 1.399, C5 1.368, H15 1.006
5 C 0.06 1.23 0.64  N4 1.368, C6 1.405, C10 1.398
6 C -0.83 2.05 -0.06  C5 1.405, C7 1.367, H16 1.080
7 C -0.60 2.27 -1.39  C6 1.367, C8 1.412, H17 1.082
8 C 0.41 1.57 -2.08  C7 1.412, C9 1.387, H18 1.083
9 C 1.24 0.72 -1.37  C8 1.387, C10 1.404, H19 1.086
10 C 1.05 0.47 0.00  C2 1.447, C5 1.398, C9 1.404
11 H 2.95 -1.75 1.82  C1 1.092
12 H 3.91 -0.76 0.76  C1 1.091
13 H 2.70 -1.91 0.14  C1 1.086
14 H 1.56 -0.01 3.24  C3 1.081
15 H -0.50 1.25 2.66  N4 1.006
16 H -1.47 2.70 0.53  C6 1.080
17 H -0.81 3.21 -1.89  C7 1.082
18 H 0.86 1.87 -3.02  C8 1.083
19 H 1.92 0.06 -1.90  C9 1.086
20 C -2.26 -0.94 -0.80  C21 1.520, H22 1.091, H23 1.087, H24 1.088
21 C -2.45 -2.36 -0.29  C20 1.520, H25 1.088, H26 1.087, H27 1.092
22 H -1.66 -0.93 -1.71  C20 1.091
23 H -3.20 -0.41 -0.90  C20 1.087
24 H -1.70 -0.29 -0.12  C20 1.088
25 H -1.72 -3.06 -0.68  C21 1.088
26 H -3.43 -2.76 -0.55  C21 1.087
27 H -2.40 -2.46 0.80  C21 1.092

Results
Energy relative to the best compared isomer or geometry (same formula, charge and spin), kcal per mole: 25.56
LUMO level, eV: 0.868
HOMO, eV: -8.00
E_tot, eV: -13139.683

# 3
The following is a quantum chemistry calculation of a 2-piece molecular cluster, C11H15N overall in a non-equilibrium geometry, from the OMol25 dataset.

Bonds (Å) are listed after each position.
Atoms and positions in Å:
1 C 3.58 -0.58 -1.42  C2 1.525, H11 1.097, H12 1.089, H13 1.078
2 C 2.60 0.56 -1.16  C1 1.525, C3 1.382, C10 1.411
3 C 2.36 1.67 -1.95  C2 1.382, N4 1.393, H14 1.073
4 N 1.48 2.52 -1.27  C3 1.393, C5 1.380, H15 1.007
5 C 1.03 1.86 -0.14  N4 1.380, C6 1.378, C10 1.434
6 C 0.00 2.21 0.71  C5 1.378, C7 1.418, H16 1.080
7 C -0.56 1.20 1.53  C6 1.418, C8 1.384, H17 1.077
8 C 0.07 -0.03 1.63  C7 1.384, C9 1.380, H18 1.083
9 C 1.25 -0.24 0.94  C8 1.380, C10 1.389, H19 1.091
10 C 1.66 0.58 -0.11  C2 1.411, C5 1.434, C9 1.389
11 H 3.05 -1.40 -0.91  C1 1.097
12 H 4.50 -0.41 -0.86  C1 1.089
13 H 3.72 -0.81 -2.46  C1 1.078
14 H 2.79 1.76 -2.93  C3 1.073
15 H 0.87 3.13 -1.80  N4 1.007
16 H -0.53 3.16 0.70  C6 1.080
17 H -1.40 1.57 2.09  C7 1.077
18 H -0.35 -0.78 2.28  C8 1.083
19 H 1.79 -1.16 1.14  C9 1.091
20 C -4.07 -1.63 0.98  C21 1.527, H22 1.084, H23 1.088, H24 1.090
21 C -2.98 -2.04 -0.01  C20 1.527, H25 1.083, H26 1.100, H27 1.096
22 H -3.99 -2.08 1.96  C20 1.084
23 H -4.00 -0.56 1.19  C20 1.088
24 H -5.00 -1.86 0.47  C20 1.090
25 H -3.07 -1.73 -1.05  C21 1.083
26 H -2.81 -3.12 0.11  C21 1.100
27 H -1.97 -1.78 0.34  C21 1.096

Results
Energy relative to the best compared isomer or geometry (same formula, charge and spin), kcal per mole: 25.25
LUMO level, eV: 0.941
HOMO, eV: -7.77
E_tot, eV: -13139.696

# 4
The following is a quantum chemistry calculation of a 2-piece molecular cluster, C11H15N overall in a non-equilibrium geometry, from the OMol25 dataset.

Bonds (Å) are listed after each position.
Atoms and positions in Å:
1 C 0.17 2.89 0.59  C2 1.486, H11 1.096, H12 1.095, H13 1.092
2 C -0.49 1.76 -0.10  C1 1.486, C3 1.344, C10 1.487
3 C -1.79 1.41 -0.13  C2 1.344, N4 1.396, H14 1.085
4 N -2.03 0.23 -0.83  C3 1.396, C5 1.374, H15 1.008
5 C -0.86 -0.19 -1.41  N4 1.374, C6 1.405, C10 1.442
6 C -0.57 -1.32 -2.19  C5 1.405, C7 1.362, H16 1.083
7 C 0.75 -1.49 -2.47  C6 1.362, C8 1.419, H17 1.097
8 C 1.74 -0.49 -2.29  C7 1.419, C9 1.362, H18 1.076
9 C 1.42 0.63 -1.58  C8 1.362, C10 1.400, H19 1.091
10 C 0.14 0.79 -1.04  C2 1.487, C5 1.442, C9 1.400
11 H -0.12 3.87 0.21  C1 1.096
12 H 1.25 2.79 0.42  C1 1.095
13 H 0.00 3.02 1.66  C1 1.092
14 H -2.71 1.67 0.38  C3 1.085
15 H -2.95 -0.14 -0.99  N4 1.008
16 H -1.35 -1.89 -2.68  C6 1.083
17 H 1.03 -2.25 -3.21  C7 1.097
18 H 2.71 -0.57 -2.76  C8 1.076
19 H 2.11 1.44 -1.35  C9 1.091
20 C 0.68 -1.85 2.97  C21 1.489, H22 1.093, H23 1.094, H24 1.093
21 C -0.26 -1.18 2.02  C20 1.489, H25 1.098, H26 1.099, H27 1.095
22 H 1.42 -1.15 3.37  C20 1.093
23 H 0.08 -2.32 3.76  C20 1.094
24 H 1.26 -2.62 2.47  C20 1.093
25 H -0.69 -0.25 2.39  C21 1.098
26 H -1.10 -1.83 1.76  C21 1.099
27 H 0.19 -0.95 1.04  C21 1.095

Results
Energy relative to the best compared isomer or geometry (same formula, charge and spin), kcal per mole: 18.63
LUMO level, eV: 0.927
HOMO, eV: -7.99
E_tot, eV: -13139.983

# 5
The following is a quantum chemistry calculation of one molecule with the formula C11H15N in a non-equilibrium geometry, from the OMol25 dataset.

Bonds (Å) are listed after each position.
Atoms and positions in Å:
1 C -1.36 2.04 -0.61  C2 1.506, H13 1.058, H14 1.204, H15 1.090
2 C -2.04 0.80 -1.14  C1 1.506, N3 1.545, H16 1.094, H17 1.185
3 N -2.59 -0.22 -0.12  C2 1.545, C4 1.447, H18 0.965
4 C -1.62 -0.88 0.73  N3 1.447, C5 1.594, C12 1.532, H19 1.085
5 C -0.67 -1.83 -0.13  C4 1.594, C6 1.499, H20 1.167, H21 1.009
6 C 0.57 -0.98 -0.18  C5 1.499, C7 1.475, C11 1.457
7 C 1.83 -1.06 -0.94  C6 1.475, C8 1.348, H22 1.157
8 C 2.83 -0.17 -0.86  C7 1.348, C9 1.409, H23 1.116
9 C 2.77 0.82 0.15  C8 1.409, C10 1.333, H24 1.152
10 C 1.78 0.94 1.04  C9 1.333, C11 1.460, H25 1.060
11 C 0.73 -0.07 0.94  C6 1.457, C10 1.460, C12 1.599
12 C -0.71 -0.04 1.63  C4 1.532, C11 1.599, H26 1.147, H27 1.160
13 H -1.01 2.46 -1.52  C1 1.058
14 H -2.14 2.85 -0.17  C1 1.204
15 H -0.53 2.16 0.08  C1 1.090
16 H -2.87 0.98 -1.84  C2 1.094
17 H -1.31 0.27 -1.90  C2 1.185
18 H -3.12 -0.82 -0.66  N3 0.965
19 H -2.34 -1.40 1.36  C4 1.085
20 H -1.32 -1.81 -1.09  C5 1.167
21 H -0.46 -2.76 0.20  C5 1.009
22 H 1.61 -1.67 -1.90  C7 1.157
23 H 3.57 -0.23 -1.70  C8 1.116
24 H 3.55 1.66 0.06  C9 1.152
25 H 1.76 1.62 1.85  C10 1.060
26 H -1.10 1.04 1.55  C12 1.147
27 H -0.84 -0.15 2.78  C12 1.160

Results
Energy relative to the best compared isomer or geometry (same formula, charge and spin), kcal per mole: 79.47
LUMO level, eV: 0.977
HOMO, eV: -8.58
E_tot, eV: -13137.345

# 6
The following is a quantum chemistry calculation of a 2-piece molecular cluster, C11H15N overall in a non-equilibrium geometry, from the OMol25 dataset.

Bonds (Å) are listed after each position.
Atoms and positions in Å:
1 C 3.43 -1.56 -0.52  C2 1.489, H11 1.087, H12 1.088, H13 1.090
2 C 2.08 -0.96 -0.34  C1 1.489, C3 1.339, C10 1.447
3 C 1.37 -0.20 -1.18  C2 1.339, N4 1.397, H14 1.074
4 N 0.15 0.16 -0.62  C3 1.397, C5 1.396, H15 1.013
5 C 0.01 -0.61 0.54  N4 1.396, C6 1.380, C10 1.394
6 C -1.00 -0.56 1.48  C5 1.380, C7 1.399, H16 1.075
7 C -0.84 -1.34 2.63  C6 1.399, C8 1.392, H17 1.075
8 C 0.39 -1.94 2.89  C7 1.392, C9 1.385, H18 1.083
9 C 1.45 -1.90 1.99  C8 1.385, C10 1.392, H19 1.074
10 C 1.23 -1.22 0.80  C2 1.447, C5 1.394, C9 1.392
11 H 4.06 -1.03 -1.24  C1 1.087
12 H 3.38 -2.61 -0.79  C1 1.088
13 H 3.99 -1.55 0.42  C1 1.090
14 H 1.61 0.38 -2.06  C3 1.074
15 H -0.70 0.15 -1.18  N4 1.013
16 H -1.98 -0.14 1.35  C6 1.075
17 H -1.67 -1.37 3.32  C7 1.075
18 H 0.52 -2.45 3.83  C8 1.083
19 H 2.32 -2.46 2.26  C9 1.074
20 C -2.20 3.38 -1.77  C21 1.522, H22 1.086, H23 1.083, H24 1.081
21 C -2.73 1.96 -1.66  C20 1.522, H25 1.100, H26 1.091, H27 1.093
22 H -1.31 3.45 -2.40  C20 1.086
23 H -2.96 4.04 -2.17  C20 1.083
24 H -2.01 3.82 -0.80  C20 1.081
25 H -2.56 1.52 -0.67  C21 1.100
26 H -3.80 1.82 -1.82  C21 1.091
27 H -2.22 1.23 -2.29  C21 1.093

Results
Energy relative to the best compared isomer or geometry (same formula, charge and spin), kcal per mole: 15.30
LUMO level, eV: 0.913
HOMO, eV: -8.00
E_tot, eV: -13140.128